Below is a single C4H10N2O2 molecule, with properties calculated with ωB97M-V with the def2-TZVPD basis set.

Maximum force: 0.0372 hartree/bohr
Total energy: -418.4134 hartree
LUMO: 0.0326 hartree
SMILES string: NCC[C@@H](N)C(=O)O
HOMO energy: -0.337 Ha
Energy relative to the best compared isomer or geometry (same formula, charge and spin): 124.9 kJ/mol

Geometry as XYZ:
```
18
Properties=species:S:1:pos:R:3:forces:R:3:lowdin_charge:R:1
O 2.143035 0.676124 1.573310 0.58 0.37 0.27 0.105
H 1.270312 -0.887362 -0.713995 -0.04 -0.33 0.01 0.123
H -1.009355 0.339622 0.937374 -0.28 -0.48 -0.11 0.138
C 0.938683 1.052333 1.132325 0.41 -0.86 -1.66 -0.504
H 2.209863 -0.290105 1.638052 -0.53 -0.05 0.23 0.100
C -0.027266 -0.121907 0.834176 1.07 0.36 1.18 -0.310
H -2.033416 1.437066 -1.292172 -0.28 0.11 -0.33 0.067
C -0.285155 0.327441 -1.625601 -0.39 -0.15 -0.82 -0.272
H -2.254259 -0.008480 -2.200505 -0.30 0.42 -0.15 0.062
H 0.230897 1.286598 -1.633816 0.04 0.01 0.48 0.109
N 0.313294 -1.196145 1.793914 -0.30 -0.15 -1.15 0.044
O 0.740762 2.180879 0.777789 -0.42 0.20 0.50 0.107
H -0.053055 -0.986371 2.691488 -0.29 0.21 1.00 0.073
C 0.213343 -0.667020 -0.568603 -0.67 1.34 -0.26 -0.149
H -0.137967 -2.053471 1.493225 0.09 -0.03 0.04 0.080
H -0.080118 -0.072840 -2.622541 0.19 -0.21 0.06 0.106
H -0.446730 -1.527329 -0.693039 0.39 -0.36 0.08 0.115
N -1.732867 0.510969 -1.521380 0.72 -0.41 0.62 0.005
```
Positions in Å, forces in eV/Å.